[1]
Density functional theory data (wB97M-V/def2-TZVPD) for a structure of composition C14H9ClNO6Rh in a non-equilibrium geometry.

Geometry as XYZ:
```
32
Properties=species:S:1:pos:R:3:nbo_charge:R:1
Rh -0.026 0.456 -0.750 0.749
Cl -2.129 1.850 6.824 0.269
O -0.029 -1.698 -0.330 -0.580
O 0.442 -3.648 -1.327 -0.608
O 0.834 2.915 -3.853 -0.580
O 0.235 2.155 -1.904 -0.538
O -0.044 -0.677 2.118 -0.361
O -0.678 1.700 0.747 -0.484
N 0.595 -0.342 -2.440 -0.355
C -1.525 1.106 5.439 0.155
C -1.029 2.031 1.879 0.378
C -1.023 1.237 3.084 -0.052
C 0.728 -1.660 -2.567 0.084
C 1.167 -2.230 -3.749 -0.142
C -1.506 1.824 4.227 -0.224
C -0.552 -0.832 4.407 -0.078
C -1.043 -0.229 5.514 -0.252
C 1.465 -1.381 -4.808 -0.128
C 1.319 -0.004 -4.662 -0.161
C -0.506 -0.140 3.117 0.431
C 0.876 0.491 -3.450 0.068
C 0.636 1.920 -3.045 0.794
C 0.344 -2.352 -1.297 0.797
H 1.147 2.674 -4.737 0.515
H 1.269 -3.303 -3.833 0.272
H 1.553 0.650 -5.493 0.246
H 1.811 -1.789 -5.748 0.264
H -1.881 2.840 4.218 0.270
H -1.382 3.063 1.996 0.176
H 0.180 -4.042 -0.475 0.531
H -0.171 -1.844 4.429 0.266
H -1.077 -0.738 6.468 0.278
```

- Highest occupied orbital energy (alpha / beta): -13.94 / -14.04 eV
- LUMO energy (alpha / beta): -10.2 / -10.2 eV
- Energy: -1615.192603 a.u.
- 2S+1: 1
- Charge: +2
- Kohn-Sham gap (alpha / beta): 0.138 / 0.142 Eh


[2]
Density functional theory data (wB97M-V/def2-TZVPD) for a structure of composition C14H9NO11RuS in a non-equilibrium geometry.

Geometry as XYZ:
```
37
Properties=species:S:1:pos:R:3:lowdin_charge:R:1
Ru -0.194 0.921 -0.036 1.677
S 2.317 1.497 0.502 0.436
O 1.545 -2.002 -1.625 0.102
O 1.385 4.651 0.007 0.078
O 0.248 -1.238 0.040 -0.101
O 0.703 4.309 -2.189 0.135
O 0.898 1.971 1.199 -0.501
O -4.183 0.681 0.159 0.101
O 2.985 0.488 1.259 -0.259
O -2.011 0.134 -0.145 -0.242
O 3.068 2.729 0.242 -0.302
O 2.953 -3.920 -1.198 -0.052
O 1.732 0.956 -0.821 -0.437
N -1.268 2.602 -0.274 -0.026
C 0.000 -5.403 1.183 -0.141
C 0.577 4.254 -0.963 -0.475
C -0.773 3.841 -0.411 -0.138
C -2.569 2.432 0.075 -0.136
C 0.019 -4.051 0.949 -0.073
C 0.972 -6.268 0.640 -0.121
C 2.006 -4.399 -0.460 -0.341
C 0.846 -2.151 -0.565 -0.469
C -2.935 4.820 0.103 -0.058
C -3.488 3.572 0.125 0.032
C -3.035 1.047 0.091 -0.524
C -1.579 4.908 0.000 0.001
C 1.902 -5.795 -0.221 -0.045
C 0.906 -3.559 0.016 -0.064
H 2.272 -2.852 -1.637 0.075
H -4.544 3.305 0.072 0.123
H 0.941 -7.329 0.847 0.091
H -1.087 5.834 0.140 0.117
H 1.974 3.888 0.340 0.072
H -0.658 -3.381 1.539 0.130
H 2.560 -6.417 -0.794 0.100
H -0.840 -5.782 1.806 0.093
H -3.644 5.709 0.006 0.145
```

- Highest occupied orbital energy (alpha / beta): -4.62 / -4.61 eV
- LUMO energy (alpha / beta): 1.0 / 0.2 eV
- Energy: -1914.387927 a.u.
- 2S+1: 6
- Charge: -1
- Kohn-Sham gap (alpha / beta): 0.207 / 0.177 Eh


[3]
Density functional theory data (wB97M-V/def2-TZVPD) for a cluster of 11 separate species, C15H10Cl40NO4P in total in a non-equilibrium geometry.

Geometry as XYZ:
```
71
Properties=species:S:1:pos:R:3:lowdin_charge:R:1
Cl -3.767 -6.269 -9.730 0.519
Cl 4.114 3.241 4.824 0.481
Cl 4.670 3.690 7.615 0.521
Cl -2.816 0.177 -1.498 0.540
Cl 7.944 -1.095 -3.191 0.524
Cl 3.158 -7.534 1.172 0.529
Cl 10.822 -0.080 -0.827 0.512
Cl 6.662 -3.479 -2.194 0.517
Cl 3.910 -5.531 3.106 0.517
Cl -5.223 -3.899 -8.951 0.496
Cl -0.458 -1.298 3.720 0.495
Cl 3.852 -0.413 0.973 0.511
Cl -2.625 -1.312 5.630 0.546
Cl 5.280 -0.949 -2.095 0.512
Cl -2.465 0.607 -4.328 0.533
Cl -6.226 -5.578 -11.069 0.528
Cl -3.773 -4.934 -3.334 0.494
Cl 6.384 1.964 6.067 0.522
Cl 12.063 -1.546 -2.973 0.520
Cl -3.517 -1.905 -3.367 0.500
Cl 2.479 0.803 3.204 0.497
Cl 2.542 -2.077 2.908 0.482
Cl -3.858 -3.986 -11.490 0.526
Cl -1.605 1.187 4.616 0.532
Cl -1.461 -5.699 -4.878 0.530
Cl 3.506 6.216 2.568 0.507
Cl 4.187 -4.985 0.288 0.507
Cl 3.065 8.892 3.552 0.525
Cl 3.708 1.118 6.746 0.520
Cl -5.120 0.490 -3.200 0.522
Cl 3.958 6.819 5.349 0.506
Cl -3.934 -5.046 -6.210 0.490
Cl 5.749 7.855 3.342 0.525
Cl -3.720 -7.484 -4.683 0.534
Cl 10.467 -2.959 -1.033 0.502
Cl 1.564 -5.148 1.471 0.509
Cl 7.524 -1.435 -0.354 0.497
Cl 13.015 -1.854 -0.267 0.525
Cl 4.938 -0.650 3.630 0.528
Cl -3.118 -0.563 2.888 0.539
P -5.725 0.517 0.981 0.729
O -5.550 3.561 1.582 0.060
O -6.695 -0.565 1.262 -0.419
O -7.459 2.470 1.280 0.048
O -7.239 3.860 3.095 0.170
N -4.408 3.172 -0.476 0.008
C 6.856 -1.737 -1.958 -2.045
C -6.544 2.033 0.260 -0.282
C 3.205 -5.802 1.510 -2.061
C -5.664 3.282 0.200 -0.354
C 3.451 -0.577 2.684 -2.022
C -3.475 -0.162 -3.100 -2.034
C 11.584 -1.607 -1.273 -2.053
C -3.222 -5.793 -4.778 -2.043
C -4.767 -4.935 -10.312 -2.055
C 4.718 2.499 6.309 -2.046
C -6.811 3.336 2.095 -0.520
C -3.267 3.855 0.165 -0.240
C 4.070 7.448 3.705 -2.061
C -2.437 2.916 1.033 -0.087
C -1.949 -0.500 4.219 -2.034
H -7.061 1.773 -0.650 0.131
H -6.300 4.055 -0.251 0.170
H -5.025 0.970 2.099 -0.021
H -3.553 4.757 0.696 0.111
H -2.013 3.458 1.867 0.070
H -4.806 0.093 -0.006 -0.044
H -3.034 2.098 1.399 0.020
H -2.627 4.173 -0.649 0.110
H -4.495 3.499 -1.422 0.115
H -1.630 2.504 0.440 0.062
```

- Highest occupied orbital energy: -9.71 eV
- LUMO energy: -0.1 eV
- Energy: -19682.176336 a.u.
- SMILES: CCN[C@@H]1OC(=O)O[C@@H]1[PH2]=O.ClC(Cl)(Cl)Cl.ClC(Cl)(Cl)Cl.ClC(Cl)(Cl)Cl.ClC(Cl)(Cl)Cl.ClC(Cl)(Cl)Cl.ClC(Cl)(Cl)Cl.ClC(Cl)(Cl)Cl.ClC(Cl)(Cl)Cl.ClC(Cl)(Cl)Cl.ClC(Cl)(Cl)Cl
- 2S+1: 1
- Kohn-Sham gap: 0.352 Eh


[4]
Density functional theory data (wB97M-V/def2-TZVPD) for an isolated molecule of C15H10F17NO4 in a non-equilibrium geometry.

Geometry as XYZ:
```
47
Properties=species:S:1:pos:R:3:nbo_charge:R:1
F -1.383 0.668 -3.821 -0.291
F -3.925 1.380 -4.262 -0.310
F -1.891 1.186 -6.454 -0.299
F -3.399 2.766 -8.333 -0.304
F -0.820 2.734 -0.167 -0.293
F -3.496 3.522 -4.256 -0.289
F -1.669 -0.517 -1.380 -0.296
F -4.612 3.431 -6.643 -0.305
F -3.243 1.930 -1.829 -0.293
F -2.415 0.639 0.266 -0.305
F 0.256 1.745 -1.793 -0.295
F -1.995 3.719 -2.113 -0.301
F -0.584 2.632 -4.166 -0.299
F -4.538 1.253 -7.082 -0.299
F 0.245 0.809 1.292 -0.315
F 0.900 -0.435 -0.442 -0.322
F -1.700 3.380 -6.364 -0.289
O 4.490 -0.523 4.626 -0.617
O -0.443 -2.887 2.841 -0.744
O 6.238 -1.249 5.839 -0.650
O 1.592 -3.862 4.220 -0.640
N 2.532 -2.035 3.390 -0.605
C -0.509 -1.396 1.052 -0.468
C -2.921 2.323 -4.572 0.588
C -1.980 2.332 -2.162 0.587
C -0.130 -0.080 0.350 0.630
C 2.380 -2.950 4.415 0.610
C 2.990 -2.909 5.743 -0.177
C -1.676 1.972 -3.665 0.595
C -3.792 2.419 -7.048 0.930
C 4.073 -2.178 6.250 -0.263
C -1.295 0.436 -0.497 0.586
C 4.954 -1.292 5.466 0.752
C -0.931 1.789 -1.153 0.585
C 0.262 -1.737 2.350 0.093
C 1.736 -1.941 2.156 -0.249
C -2.558 2.333 -6.089 0.559
H 3.175 -1.249 3.600 0.434
H 0.171 -3.361 3.450 0.501
H 2.182 -1.094 1.642 0.223
H -1.552 -1.307 1.376 0.244
H 6.656 -0.554 5.304 0.506
H 1.925 -2.819 1.521 0.211
H 2.569 -3.585 6.451 0.241
H 4.380 -2.323 7.286 0.235
H -0.396 -2.199 0.335 0.237
H 0.144 -0.916 3.070 0.171
```

- Highest occupied orbital energy: -9.92 eV
- LUMO energy: -1.0 eV
- Energy: -2631.037172 a.u.
- SMILES: O=C(O)/C=C\C(=O)NC[C@H](O)CC(F)(F)C(F)(F)C(F)(F)C(F)(F)C(F)(F)C(F)(F)C(F)(F)C(F)(F)F
- 2S+1: 1
- Kohn-Sham gap: 0.329 Eh